98
Properties=species:S:1:pos:R:3:lowdin_charge:R:1 method="wB97M-V/def2-TZVPD" e_homo_ev=-7.26 orbital_gap_ev=6.577 e_tot_ha=-4571.973578 multiplicity=1 charge=0 e_above_lowest_ev=1.0498
Ca 0.1867 1.1644 0.0361 1.22
N -0.1084 -2.3952 -3.2752 0.14
C -0.1842 -1.1424 -2.7805 -0.19
N 0.6330 -0.6465 -1.9994 0.11
C 1.7448 -1.3392 -1.6381 -0.32
N 2.7294 -0.8238 -1.0343 0.09
N 2.5380 0.4563 -0.6749 -0.04
C 3.4980 1.2019 -0.5039 -0.09
C 3.3183 2.5397 0.0585 -0.27
C 4.4378 3.2441 0.5333 -0.03
C 4.2206 4.4112 1.2069 -0.08
C 2.9562 4.8949 1.3485 -0.05
C 1.9447 4.2040 0.7613 -0.14
N 2.1086 3.0905 0.0970 0.09
C 1.9157 -2.7310 -2.0955 -0.08
C 2.9367 -3.5977 -1.8079 -0.03
C 3.1374 -4.8878 -2.2960 -0.06
C 2.1203 -5.4132 -3.0605 -0.08
C 1.0794 -4.6040 -3.4448 -0.02
C 0.9176 -3.3096 -2.9205 -0.14
H -0.7527 -2.5771 -4.0082 0.14
H -1.0385 -0.5889 -3.1567 0.15
H 4.5325 0.9187 -0.7004 0.13
H 5.4392 2.7547 0.4365 0.13
H 5.1189 4.8764 1.6068 0.12
H 2.7470 5.8246 1.8856 0.12
H 0.9593 4.5878 0.7194 0.10
H 3.6677 -3.2932 -1.0475 0.12
H 4.0224 -5.4583 -2.0478 0.11
H 2.1480 -6.4244 -3.4730 0.12
H 0.3966 -4.8813 -4.2113 0.10
F -0.2735 2.9948 -5.3805 0.04
C -0.7290 3.2461 -4.1261 -0.29
C -0.3855 2.3413 -3.1400 -0.11
C -0.8048 2.5424 -1.8435 -0.18
C -1.4898 3.7068 -1.5268 -0.18
C -1.8960 4.5646 -2.5543 -0.19
F -2.5184 5.7590 -2.3013 0.03
C -1.5192 4.3474 -3.9034 0.05
C -1.8680 3.9600 -0.0586 -0.21
C -2.6268 5.0445 0.4131 -0.01
C -2.9161 5.2133 1.7852 -0.06
C -2.3511 4.3195 2.6862 -0.05
C -1.5995 3.2896 2.1391 -0.13
N -1.3291 3.1256 0.8483 0.03
H 0.2038 1.5027 -3.4525 0.07
H -1.8378 4.9634 -4.7215 0.12
H -2.9627 5.8208 -0.2257 0.08
H -3.5145 6.0939 2.0290 0.11
H -2.5201 4.4761 3.7511 0.11
H -1.2790 2.4948 2.7612 0.07
S 3.2526 -5.6799 1.7986 1.05
C 4.4109 -5.5854 2.9994 -0.44
C 4.5123 -4.3365 3.4851 -0.18
C 3.5572 -3.4347 2.9236 -0.11
C 2.7014 -4.0470 2.0734 -0.48
C 1.4966 -3.5043 1.4880 -0.18
C 1.3739 -2.1039 1.2736 -0.07
N 0.3518 -1.5104 0.7225 0.11
C -0.6719 -2.3177 0.4031 -0.16
C -0.6874 -3.6897 0.6046 -0.12
C -1.8635 -4.5109 0.1668 0.01
C -3.0098 -3.9139 -0.2547 -0.03
C -3.0007 -2.5130 -0.4903 -0.12
C -4.1070 -1.8015 -0.9624 0.02
C -4.0979 -0.4399 -1.0216 -0.20
C -2.9247 0.2289 -0.7061 -0.06
N -1.8599 -0.3969 -0.3050 0.07
C -1.8544 -1.6996 -0.1789 -0.16
C -5.1644 0.3223 -1.6507 -0.51
C -5.3978 1.6612 -1.5268 -0.13
C -6.4459 2.1200 -2.3313 -0.16
C -7.0191 1.0846 -3.0682 -0.41
S -6.2788 -0.3842 -2.6957 1.07
C 0.4151 -4.3070 1.1416 0.03
H 4.9690 -6.4379 3.2456 0.05
H 5.2394 -3.9488 4.2276 0.12
H 3.3673 -2.4793 3.3947 0.12
H 2.2554 -1.4857 1.4307 0.12
H -1.9085 -5.6188 0.3417 0.13
H -3.8650 -4.4878 -0.5928 0.12
H -4.9516 -2.3558 -1.1812 0.09
H -2.9503 1.3027 -0.9088 0.10
H -4.8392 2.2383 -0.7964 0.12
H -6.7944 3.1689 -2.3306 0.12
H -7.9046 1.0206 -3.6706 0.06
H 0.3972 -5.3501 1.3679 0.11
F 3.2909 1.9362 2.7990 0.04
C 2.1974 1.2737 3.2816 -0.25
C 0.9878 1.1522 2.6744 -0.05
C 0.0585 0.4355 3.3518 -0.28
F -1.2517 0.2592 2.8193 -0.03
C 0.2615 -0.1757 4.5573 -0.19
F -0.6076 -1.0647 5.0548 0.10
C 1.4674 0.0481 5.1749 -0.10
F 1.5771 -0.4214 6.4747 0.05
C 2.4989 0.8163 4.5890 -0.18
F 3.6625 1.0716 5.1145 0.13



98
Properties=species:S:1:pos:R:3:lowdin_charge:R:1 method="wB97M-V/def2-TZVPD" e_homo_ev="-9.74 / -9.74" orbital_gap_ev="5.859 / 5.860" e_tot_ha=-5024.994669 multiplicity=1 charge=+1 e_above_lowest_ev=20.3867
Ir -1.4954 0.0974 -0.0299 1.32
C -3.8569 0.4688 -3.7970 -0.06
O -4.2063 -0.6707 -2.9811 0.05
C -3.3909 -0.6413 -1.9365 -0.32
N -2.5885 0.3782 -1.8406 0.05
C -3.0531 1.3700 -2.8529 -0.20
C -2.0701 2.2380 -3.6077 -0.17
C -0.8000 2.5438 -3.1475 -0.05
C 0.0341 3.3846 -3.8707 -0.06
C -0.3953 3.9417 -5.0653 -0.08
C -1.6735 3.6611 -5.5241 -0.07
C -2.5027 2.8184 -4.7987 -0.04
C -3.6237 -1.6185 -0.8820 -0.14
C -4.9107 -1.9243 -0.5741 0.03
C -5.3541 -2.0207 0.7850 -0.07
C -4.5390 -1.4981 1.7414 -0.03
C -3.1713 -1.2735 1.4710 -0.15
N -2.6054 -1.6853 0.1442 -0.12
C -2.1575 -0.7001 2.2730 -0.37
N -0.9897 -0.9690 1.7146 -0.32
C 0.4640 -0.2842 3.5681 -0.36
C -0.9503 -0.0462 4.1985 -0.06
O -2.1863 -0.0750 3.4258 0.06
C 1.6401 0.4260 4.0867 -0.26
C 2.6589 -0.2383 4.7725 -0.04
C 3.7850 0.4491 5.2095 -0.07
C 3.8875 1.8146 4.9982 -0.07
C 2.8680 2.4959 4.3381 -0.07
C 1.7628 1.8064 3.8754 -0.04
H -4.7801 0.9133 -4.1548 0.14
H -3.2565 0.1152 -4.6362 0.14
H -3.7506 2.0418 -2.3353 0.16
H -0.4690 2.1477 -2.2078 0.06
H 1.0225 3.6106 -3.4883 0.11
H 0.2553 4.5971 -5.6288 0.11
H -2.0297 4.0985 -6.4472 0.11
H -3.5013 2.6247 -5.1741 0.11
H -5.6468 -1.8801 -1.3675 0.13
H -6.3799 -2.2715 1.0065 0.11
H -4.9123 -1.2617 2.7301 0.13
H 1.9084 -1.4288 2.4589 0.05
H -0.9284 0.9120 4.7121 0.13
H -1.0817 -0.8224 4.9580 0.13
H 2.5534 -1.2995 4.9688 0.12
H 4.5698 -0.0792 5.7349 0.11
H 4.7556 2.3533 5.3550 0.11
H 2.9464 3.5627 4.1724 0.11
H 0.9808 2.3268 3.3325 0.12
C 5.2006 -2.7070 -0.6341 -0.05
C 4.3162 -2.3547 -1.6417 -0.05
C 3.1589 -1.6526 -1.3434 -0.05
C 2.8854 -1.2749 -0.0255 -0.31
C 3.7982 -1.6156 0.9824 -0.09
C 4.9409 -2.3339 0.6767 -0.05
P 1.3368 -0.3846 0.2722 1.09
C 0.0382 -0.8820 -0.9255 -0.46
C 0.4052 -0.2978 -2.2544 -0.17
C 0.0317 -0.8100 -3.4269 -0.08
C -0.7364 -2.0434 -3.4829 -0.07
C -0.9689 -2.7474 -2.3783 -0.04
C -0.4472 -2.3805 -0.9997 -0.19
C 1.6600 1.3501 0.3700 -0.27
C 2.9776 1.7146 0.5759 -0.06
C 3.3284 3.0639 0.7233 -0.06
C 2.3592 4.0234 0.6623 0.00
C 0.9980 3.6905 0.4564 -0.17
C 0.0103 4.7027 0.4059 -0.03
C -1.2967 4.3643 0.2265 -0.06
C -1.6650 3.0120 0.0726 -0.12
C -0.7540 1.9771 0.1108 -0.28
C 0.6162 2.3317 0.3130 -0.19
H 6.0960 -3.2662 -0.8704 0.12
H 4.5180 -2.6332 -2.6672 0.12
H 2.4710 -1.4105 -2.1409 0.10
H 3.6536 -1.2843 2.0037 0.09
H 5.6342 -2.5915 1.4659 0.12
H 0.9664 0.6294 -2.2321 0.10
H 0.2824 -0.2886 -4.3421 0.12
H -1.1030 -2.4012 -4.4369 0.11
H -1.5154 -3.6820 -2.4220 0.11
H 0.3869 -3.0629 -0.7934 0.14
H 3.7551 0.9650 0.6204 0.10
H 4.3638 3.3332 0.8810 0.12
H 2.6213 5.0692 0.7737 0.12
H 0.3102 5.7377 0.5123 0.12
H -2.0573 5.1337 0.1882 0.11
H -2.7157 2.7923 -0.0981 0.09
Cl 0.5516 -1.2422 2.2289 0.92
C 0.5641 -2.7833 2.1964 -0.35
C -1.5707 -2.7407 -0.0088 -0.22
C -1.5885 -3.9274 0.5899 -0.62
Cl -2.8912 -4.4350 1.6100 0.81
C -0.5061 -4.9392 0.4450 -0.73
Cl -0.7228 -6.0539 -0.8486 0.75
C 0.5179 -5.0415 1.3035 -0.75
Cl 1.6726 -6.3070 1.2093 0.72
C 0.6507 -4.0602 2.3932 -0.71
Cl 0.6261 -4.7655 4.0203 0.65



99
Properties=species:S:1:pos:R:3:lowdin_charge:R:1 method="wB97M-V/def2-TZVPD" e_homo_ev=-15.85 orbital_gap_ev=5.932 e_tot_ha=-5122.235769 multiplicity=1 charge=+3 e_above_lowest_ev=1.3861
Ta 0.7660 0.6189 0.2735 1.80
Cl 2.8733 3.1951 6.8678 0.77
C 2.4734 2.8280 5.2407 -0.65
C 2.1326 3.8658 4.3600 -0.02
C 1.8228 3.6106 3.0384 0.04
C 1.8162 2.2990 2.5841 -0.29
O 1.6090 2.0107 1.2940 -0.23
C 2.1431 1.2469 3.4559 -0.14
C 2.2066 -0.0921 2.9975 -0.02
N 1.7349 -0.5763 1.8765 -0.01
C 1.9638 -1.9636 1.6110 -0.22
C 2.2734 -2.9339 2.5289 0.02
C 2.5260 -4.2556 2.1074 -0.02
C 2.4739 -4.5901 0.7839 0.02
C 2.1127 -3.6155 -0.1760 -0.12
C 2.0227 -3.8773 -1.5597 0.06
C 1.6219 -2.8839 -2.4116 -0.01
C 1.2909 -1.6355 -1.8873 -0.15
N 1.4062 -1.3294 -0.5990 -0.05
C 1.8303 -2.3096 0.2598 -0.17
C 2.5004 1.5317 4.7908 -0.02
H 2.1351 4.8828 4.7295 0.13
H 1.6013 4.4175 2.3533 0.14
H 2.7121 -0.7852 3.6651 0.14
H 2.3279 -2.7192 3.5878 0.12
H 2.7723 -5.0030 2.8484 0.13
H 2.6945 -5.5982 0.4587 0.14
H 2.2593 -4.8667 -1.9313 0.15
H 1.5240 -3.0493 -3.4747 0.14
H 0.8904 -0.8639 -2.5303 0.10
H 2.7837 0.7318 5.4632 0.13
C 5.2913 -0.1422 -2.5104 -0.04
C 5.1235 0.4046 -1.2505 -0.04
C 3.8980 0.9540 -0.8811 -0.02
C 2.8388 0.9396 -1.7820 -0.32
C 3.0064 0.3898 -3.0515 -0.07
C 4.2326 -0.1385 -3.4144 -0.03
N 1.5367 1.4288 -1.3776 -0.10
C 1.0765 2.6247 -1.9412 -0.19
C 1.6768 3.3277 -2.9778 0.03
C 1.0802 4.4978 -3.4212 0.01
C -0.1076 4.9969 -2.8599 -0.02
C -0.7012 4.3267 -1.8212 0.03
C -0.0939 3.1450 -1.3673 -0.21
N -0.5333 2.3841 -0.3104 -0.06
N -1.5125 2.7637 0.3739 0.17
C -1.7736 1.8811 1.4269 -0.30
C -3.0247 2.1144 2.0995 0.01
C -3.3978 1.3022 3.0877 0.05
C -2.5095 0.2271 3.5960 -0.16
C -1.2442 -0.0667 2.7316 -0.18
N -0.9147 0.9267 1.6671 -0.03
H 6.2462 -0.5587 -2.7993 0.12
H 5.9521 0.4295 -0.5559 0.12
H 3.7921 1.4413 0.0770 0.10
H 2.1830 0.3875 -3.7560 0.13
H 4.3678 -0.5463 -4.4070 0.12
H 2.5994 2.9896 -3.4236 0.12
H 1.5494 5.0453 -4.2283 0.13
H -0.5406 5.9102 -3.2418 0.13
H -1.6102 4.6782 -1.3541 0.13
H -3.6263 2.9371 1.7418 0.13
H -4.3515 1.4384 3.5851 0.15
H -2.1855 0.5618 4.5877 0.17
H -0.3835 -0.1082 3.3974 0.14
C -1.3566 -4.5445 -3.2405 -0.04
C -1.2548 -4.5802 -1.8554 -0.06
C -1.3555 -3.4080 -1.1223 -0.11
C -1.5748 -2.1982 -1.7788 -0.37
C -1.6760 -2.1591 -3.1659 -0.09
C -1.5659 -3.3381 -3.8930 -0.05
As -1.6616 -0.6009 -0.6999 1.36
C -2.8272 0.6390 -1.5881 -0.38
C -4.0507 1.0388 -1.0633 -0.10
C -4.8407 1.9348 -1.7716 -0.04
C -4.4133 2.4257 -2.9972 -0.04
C -3.1869 2.0333 -3.5176 -0.05
C -2.3872 1.1483 -2.8104 -0.14
C -2.4395 -1.2473 0.9225 -0.33
C -3.7012 -1.4828 1.2767 0.01
C -3.7826 -1.9588 2.6837 -0.11
C -3.1773 -1.1295 3.8109 -0.11
C -2.3625 -2.1893 3.1446 -0.11
C -1.5066 -1.4570 2.1072 -0.21
H -1.2884 -5.4610 -3.8107 0.12
H -1.1167 -5.5251 -1.3463 0.12
H -1.2963 -3.4496 -0.0407 0.10
H -1.8694 -1.2290 -3.6836 0.09
H -1.6648 -3.3148 -4.9699 0.12
H -4.3930 0.6663 -0.1087 0.08
H -5.7968 2.2410 -1.3692 0.12
H -5.0389 3.1128 -3.5502 0.12
H -2.8556 2.4136 -4.4748 0.12
H -1.4263 0.8519 -3.2203 0.10
H -4.5747 -1.3911 0.6458 0.13
H -4.5784 -2.6304 2.9722 0.16
H -3.6008 -1.3131 4.7883 0.16
H -2.0329 -3.0947 3.6315 0.16
H -0.5871 -1.9869 1.8501 0.12



107
Properties=species:S:1:pos:R:3:lowdin_charge:R:1 method="wB97M-V/def2-TZVPD" e_homo_ev=-3.58 orbital_gap_ev=5.001 e_tot_ha=-5794.720929 multiplicity=3 charge=-1
Tm 0.1216 0.7593 0.4108 0.73
C 2.1933 -4.5114 -1.6830 -0.03
N 2.3512 -3.1129 -1.3019 -0.06
C 1.3508 -2.2393 -1.0050 -0.45
N 1.8164 -1.0268 -0.7725 0.09
C 3.1844 -1.1082 -0.9452 -0.17
C 3.5276 -2.4007 -1.2816 -0.11
C 4.8399 -2.9786 -1.6294 -0.16
C 5.6792 -2.3101 -2.5239 -0.01
C 6.9159 -2.8377 -2.8575 -0.07
C 7.3377 -4.0440 -2.3107 -0.09
C 6.5154 -4.7136 -1.4175 -0.09
C 5.2778 -4.1827 -1.0769 -0.05
C 4.1544 -0.0073 -0.7962 -0.24
C 3.9893 1.1855 -1.4870 -0.07
C 4.9143 2.2071 -1.3370 -0.11
C 6.0161 2.0335 -0.5119 -0.11
C 6.1897 0.8384 0.1726 -0.08
C 5.2572 -0.1777 0.0369 -0.06
P -0.3680 -2.7699 -0.9646 1.18
C -0.7707 -2.5008 0.7800 -0.44
N -0.5552 -1.4492 1.5491 0.06
C -1.1412 -1.7247 2.7700 -0.15
C -1.6705 -2.9966 2.7303 -0.12
N -1.4377 -3.4718 1.4634 -0.05
C -1.8211 -4.7894 0.9698 -0.03
C -2.2857 -3.8059 3.7990 -0.18
C -1.6171 -3.9509 5.0155 -0.02
C -2.1823 -4.6878 6.0445 -0.07
C -3.4197 -5.2972 5.8713 -0.09
C -4.0920 -5.1569 4.6658 -0.08
C -3.5304 -4.4118 3.6371 -0.05
C -1.3485 -0.7353 3.8549 -0.17
C -0.4023 0.2377 4.1494 -0.06
C -0.6688 1.2244 5.0903 -0.07
C -1.8758 1.2266 5.7719 -0.07
C -2.8268 0.2485 5.4974 -0.09
C -2.5727 -0.7165 4.5380 -0.05
C -1.1121 -1.3777 -1.8669 -0.42
N -0.9590 -0.0758 -1.6960 0.05
C -1.6063 0.5458 -2.7340 -0.16
C -2.1391 -0.4062 -3.5671 -0.11
N -1.8265 -1.6212 -3.0041 -0.05
C -2.2651 -2.9177 -3.5113 -0.03
C -2.9461 -0.2460 -4.7916 -0.17
C -2.6003 -0.8893 -5.9786 -0.04
C -3.3600 -0.7071 -7.1269 -0.08
C -4.4683 0.1276 -7.1021 -0.09
C -4.8151 0.7781 -5.9245 -0.07
C -4.0620 0.5904 -4.7755 -0.01
C -1.7442 2.0080 -2.8726 -0.21
C -1.3867 2.6440 -4.0583 -0.04
C -1.5384 4.0168 -4.1848 -0.08
C -2.0518 4.7597 -3.1274 -0.08
C -2.4126 4.1276 -1.9474 -0.07
C -2.2624 2.7557 -1.8224 -0.07
H 1.2524 -4.6448 -2.2066 0.06
H 3.0070 -4.7957 -2.3422 0.09
H 2.2015 -5.1680 -0.8122 0.09
H 5.3574 -1.3648 -2.9439 0.12
H 7.5567 -2.3007 -3.5461 0.10
H 8.3043 -4.4547 -2.5735 0.10
H 6.8414 -5.6454 -0.9707 0.10
H 4.6653 -4.6928 -0.3413 0.11
H 3.1088 1.3370 -2.0953 0.07
H 4.7458 3.1574 -1.8250 0.10
H 6.7108 2.8522 -0.3642 0.10
H 7.0273 0.7157 0.8493 0.10
H 5.3584 -1.0965 0.6043 0.12
H -1.9064 -5.4683 1.8109 0.09
H -2.7791 -4.7520 0.4504 0.09
H -1.0685 -5.1660 0.2864 0.06
H -0.6588 -3.4630 5.1497 0.13
H -1.6552 -4.7831 6.9866 0.10
H -3.8596 -5.8716 6.6771 0.10
H -5.0658 -5.6121 4.5303 0.10
H -4.0802 -4.2685 2.7130 0.12
H 0.5443 0.2506 3.6286 0.00
H 0.0609 2.0100 5.2452 0.08
H -2.0911 2.0059 6.4940 0.10
H -3.7905 0.2683 5.9935 0.10
H -3.3537 -1.4200 4.2771 0.11
H -3.1612 -2.7754 -4.1077 0.09
H -1.4995 -3.3830 -4.1322 0.09
H -2.4932 -3.5814 -2.6853 0.07
H -1.7166 -1.5175 -6.0103 0.11
H -3.0765 -1.2063 -8.0457 0.10
H -5.0561 0.2756 -8.0001 0.10
H -5.6763 1.4344 -5.9017 0.11
H -4.3230 1.1011 -3.8559 0.13
H -0.9670 2.0651 -4.8743 0.12
H -1.2403 4.5095 -5.1020 0.10
H -2.1468 5.8359 -3.2170 0.10
H -2.7852 4.7047 -1.1100 0.11
H -2.5387 2.2598 -0.9026 0.09
S 0.5784 4.0781 2.9444 -0.22
Sb 1.9640 3.1518 1.3709 -0.16
S 2.2456 0.8156 1.9238 -0.04
S 0.9949 2.8577 -0.8272 -0.06
S 3.9071 4.3380 1.2712 -0.23
O -2.6011 -0.0520 0.5867 -0.20
N -3.5759 0.1571 1.3337 -0.01
C -3.5716 1.2568 2.0902 -0.31
C -2.4237 2.0813 1.9312 -0.12
N -1.4284 2.2483 1.3817 0.06
C -4.6618 1.5074 2.9777 -0.21
N -5.5389 1.7140 3.6949 0.13